Here is C24H24MnN11O2S as an isolated structure at a distorted geometry from the Open Molecules 2025 dataset. Energies are from ωB97M-V/def2-TZVPD.

Geometry as XYZ:
```
63
Properties=species:S:1:pos:R:3:forces:R:3
Mn -0.702 1.106 1.409 0.33 -0.13 -0.40
O -0.732 -1.334 4.571 0.33 0.43 -0.30
C -0.451 -0.520 3.744 0.89 0.30 0.95
N -1.022 -0.398 2.475 -0.05 0.08 0.09
C -2.089 -1.246 2.181 -0.99 -0.57 -0.80
O -2.598 -2.038 2.917 0.15 0.32 -0.52
C -2.538 -0.983 0.766 -0.32 -0.79 0.33
C -3.404 -1.853 0.120 0.29 0.40 0.15
C -3.762 -1.572 -1.192 0.17 0.11 0.08
C -3.237 -0.432 -1.785 0.13 0.04 0.24
C -2.372 0.383 -1.065 0.06 0.44 -0.66
N -2.017 0.120 0.194 -0.12 -0.32 0.46
C 0.588 0.557 3.915 -0.06 -0.56 0.73
C 1.393 0.590 5.043 -0.25 0.12 -0.48
C 2.321 1.616 5.157 -0.09 -0.07 -0.15
C 2.405 2.544 4.130 -0.18 -0.12 -0.10
C 1.558 2.439 3.034 0.41 0.60 -0.22
N 0.652 1.466 2.921 -0.47 -0.36 0.15
H -3.762 -2.725 0.649 -0.01 0.00 0.08
H -4.419 -2.235 -1.735 -0.07 0.00 -0.06
H -3.483 -0.170 -2.801 0.02 0.07 -0.09
H -1.944 1.267 -1.521 0.00 0.01 0.01
H 1.277 -0.175 5.797 -0.07 -0.08 0.02
H 2.964 1.677 6.022 0.09 0.05 0.07
H 3.121 3.348 4.175 0.05 0.14 -0.09
H 1.623 3.158 2.228 -0.06 0.01 -0.03
N -2.494 2.035 2.579 0.44 -0.07 -0.05
N -3.070 3.203 2.025 -0.27 0.22 0.10
C -2.403 3.929 1.113 -0.35 -0.27 0.38
N -2.870 5.091 0.708 0.10 -0.35 0.10
S -0.950 3.310 0.468 0.75 -0.43 -0.28
H -3.226 1.321 2.688 0.21 0.25 -0.21
H -2.146 2.240 3.529 -0.10 0.01 -0.35
H -3.908 3.579 2.461 0.10 -0.18 0.08
H -3.737 5.490 1.044 -0.02 0.01 0.08
H -2.369 5.622 0.009 0.02 -0.01 -0.04
C 1.308 -1.896 0.439 -0.14 -0.14 0.15
C 1.523 -0.563 -0.161 0.14 -1.11 0.07
N 0.871 0.562 0.144 -0.69 0.61 0.40
C 1.408 1.546 -0.656 0.32 0.77 -0.56
C 2.369 1.009 -1.444 -0.38 0.38 0.33
N 2.436 -0.319 -1.130 -1.01 0.66 0.91
C 3.381 -1.239 -1.730 0.66 -1.24 -0.62
N 2.751 -2.267 -2.508 -0.55 1.37 -0.88
N 2.829 -3.545 -2.127 0.81 -0.52 1.80
N 2.246 -4.282 -2.942 -0.12 -2.25 -0.19
C 1.731 -3.570 -3.973 0.22 2.30 0.10
C 1.009 -3.917 -5.113 -0.01 -0.02 -0.03
C 0.548 -2.888 -5.911 0.26 -0.24 0.06
C 0.843 -1.551 -5.619 -0.09 0.11 0.27
C 1.577 -1.184 -4.505 0.01 0.22 0.05
C 2.038 -2.208 -3.687 -0.46 -0.57 -0.50
H 0.631 -1.820 1.287 0.09 -0.03 -0.01
H 2.248 -2.331 0.779 0.04 -0.02 -0.01
H 0.881 -2.594 -0.282 0.03 -0.03 -0.11
H 1.093 2.571 -0.630 0.06 0.08 -0.06
H 3.009 1.468 -2.169 0.15 0.10 -0.20
H 3.973 -1.749 -0.959 -0.18 0.13 -0.15
H 4.058 -0.651 -2.359 -0.18 0.02 0.19
H 0.851 -4.952 -5.372 -0.15 -0.11 0.07
H -0.030 -3.113 -6.793 0.00 -0.05 -0.09
H 0.467 -0.783 -6.276 -0.01 0.12 -0.09
H 1.752 -0.143 -4.275 0.13 0.15 -0.12
```
Forces are in eV/Å.

The HOMO energy (alpha / beta) comes out at -15.25 / -15.34 eV. The total charge is +3. The calculation puts the molar mass at 585.5 u. As for the multiplicity: 4. The value obtained for the HOMO-LUMO gap (alpha / beta) is 0.0905 / 0.1558 Ha.

These are the natural (NBO) partial charges, in e, on atoms 1 to 5: 1.36, -0.40, 0.63, -0.70, 0.62

Here is one molecule with the formula C24H24N2O2S at a distorted geometry from the Open Molecules 2025 dataset. Energies are from ωB97M-V/def2-TZVPD.

Geometry as XYZ:
```
53
Properties=species:S:1:pos:R:3:forces:R:3
C 6.637 -0.941 0.873 0.07 -0.06 0.03
N 5.760 -0.590 -0.220 0.56 -0.49 -0.05
C 6.416 -0.009 -1.369 -0.35 0.13 0.35
C 4.378 -0.646 -0.113 -1.08 0.21 0.59
C 3.591 0.514 -0.308 -0.08 -0.37 0.17
C 2.209 0.477 -0.120 0.10 0.05 -0.36
C 1.559 -0.739 0.120 -0.71 -0.38 -0.29
C 0.031 -0.863 0.074 -0.29 -0.15 0.81
C -0.713 -0.096 -0.945 0.08 0.68 -0.82
C -0.293 0.851 -1.883 -0.75 -0.95 0.75
N -1.383 1.317 -2.589 -0.08 -0.22 0.24
C -1.309 2.287 -3.669 0.18 -0.02 -0.06
C -2.534 0.662 -2.143 0.80 0.14 0.06
C -3.846 0.777 -2.588 -0.47 -0.32 0.30
C -4.797 -0.063 -1.985 0.55 0.54 -0.26
C -4.419 -0.980 -0.995 0.49 -0.17 0.23
C -3.087 -1.102 -0.581 -0.61 0.03 -0.04
C -2.140 -0.242 -1.118 0.18 0.55 -0.89
S -0.575 -0.298 1.871 0.97 1.33 1.42
O -0.002 1.044 1.948 -0.38 -0.51 -0.06
O -0.062 -1.319 2.788 -0.87 0.45 -0.92
C -2.375 0.063 2.422 -0.10 -0.51 -0.20
C -2.897 1.362 2.394 0.17 0.12 -0.14
C -4.155 1.643 2.947 0.15 -0.49 0.06
C -4.919 0.611 3.497 0.15 -0.20 -0.12
C -4.414 -0.694 3.527 0.33 0.23 -0.09
C -3.130 -0.952 3.019 -0.05 -0.22 -0.12
C 2.329 -1.901 0.282 -0.13 0.33 0.26
C 3.718 -1.841 0.263 0.19 0.38 -0.43
H 6.094 -1.396 1.709 0.01 0.11 -0.27
H 7.415 -1.636 0.538 -0.06 -0.13 0.03
H 7.174 -0.059 1.256 -0.16 0.02 0.03
H 5.708 0.020 -2.205 0.27 0.05 0.09
H 6.771 1.007 -1.147 0.08 0.01 -0.24
H 7.281 -0.634 -1.632 -0.15 0.17 -0.10
H 4.080 1.459 -0.554 -0.11 -0.29 0.13
H 1.629 1.402 -0.199 0.28 -0.45 0.16
H -0.311 -1.911 0.102 0.43 0.27 -0.17
H 0.720 1.156 -2.131 -0.41 0.08 0.06
H -2.319 2.507 -4.026 0.27 -0.03 0.08
H -0.837 3.223 -3.334 -0.22 -0.29 -0.02
H -0.716 1.886 -4.504 -0.23 0.10 0.17
H -4.109 1.502 -3.359 -0.09 -0.31 0.20
H -5.839 -0.005 -2.296 0.22 0.01 0.08
H -5.180 -1.601 -0.532 0.11 -0.02 -0.13
H -2.766 -1.859 0.130 -0.32 0.11 0.04
H -2.328 2.180 1.967 0.12 -0.20 0.01
H -4.541 2.665 2.974 0.24 -0.35 -0.16
H -5.911 0.815 3.901 0.29 -0.02 -0.08
H -5.008 -1.506 3.964 0.36 0.38 -0.20
H -2.723 -1.959 3.101 -0.01 0.23 -0.08
H 1.819 -2.859 0.420 0.23 0.32 0.13
H 4.316 -2.730 0.460 -0.16 0.15 -0.15
```
Forces are in eV/Å.

The HOMO energy comes out at -7.68 eV. The SMILES is CN(C)c1ccc([C@H](c2cn(C)c3ccccc23)S(=O)(=O)c2ccccc2)cc1. The calculation puts the molar mass at 404.5 u. The value obtained for the HOMO-LUMO gap is 0.2945 Ha.

These are the natural (NBO) partial charges, in e, on atoms 1 to 5: -0.40, -0.47, -0.40, 0.20, -0.28

Here is C24H24N4O4RuS2 as an isolated structure from the Open Molecules 2025 dataset. Energies are from ωB97M-V/def2-TZVPD.

Geometry as XYZ:
```
59
Properties=species:S:1:pos:R:3:forces:R:3
Ru -0.277 0.281 0.761 0.20 -0.72 0.04
C -2.246 0.258 4.554 0.00 -0.01 -0.01
C -1.838 -0.224 3.179 0.00 0.00 0.03
O -0.784 0.357 2.709 -0.21 0.22 -0.04
C -2.559 -1.238 2.591 -0.01 0.03 -0.02
C -2.291 -1.878 1.338 0.02 -0.03 0.05
C -3.123 -3.063 0.937 0.01 -0.01 0.00
N -1.342 -1.463 0.559 -0.05 0.14 -0.01
N -1.117 -2.163 -0.622 -0.01 0.04 -0.01
C -0.209 -1.551 -1.322 0.06 -0.03 0.09
O 0.423 -0.480 -0.956 -0.07 0.07 -0.22
C 0.194 -2.137 -2.630 -0.02 0.00 -0.01
C -0.426 -3.277 -3.135 0.00 -0.01 0.00
C -0.029 -3.803 -4.353 0.00 0.00 0.00
C 0.992 -3.199 -5.077 0.00 0.00 0.00
C 1.612 -2.063 -4.576 -0.01 -0.01 0.00
C 1.215 -1.532 -3.357 0.00 0.03 -0.01
H -1.761 1.210 4.757 -0.01 0.01 -0.01
H -1.940 -0.461 5.317 0.02 0.01 0.01
H -3.327 0.379 4.619 0.00 -0.02 0.01
H -3.411 -1.608 3.146 0.00 -0.01 -0.01
H -3.833 -3.316 1.722 0.00 0.00 0.00
H -2.483 -3.920 0.727 -0.01 -0.01 0.00
H -3.661 -2.843 0.014 0.01 0.00 0.00
H -1.221 -3.733 -2.561 0.00 0.00 0.00
H -0.519 -4.687 -4.743 0.00 0.00 0.00
H 1.300 -3.611 -6.030 0.00 0.00 0.00
H 2.405 -1.585 -5.137 0.00 0.00 0.00
H 1.678 -0.641 -2.953 0.01 0.00 0.01
S 0.900 2.304 0.819 0.04 -0.07 -0.02
C -0.217 3.415 0.101 0.05 0.11 0.01
C 0.137 4.761 -0.064 0.02 -0.06 0.01
C -0.723 5.674 -0.646 -0.01 0.03 -0.03
C -0.308 7.040 -0.793 -0.05 0.00 0.03
N 0.031 8.134 -0.894 0.02 -0.01 -0.01
C -1.992 5.251 -1.090 0.04 -0.01 -0.01
C -2.353 3.923 -0.928 0.01 0.01 -0.01
C -1.488 3.003 -0.338 -0.12 -0.11 0.07
S -2.019 1.349 -0.129 0.07 0.21 0.04
C -2.909 6.167 -1.702 -0.01 0.01 0.03
N -3.661 6.890 -2.189 0.01 -0.01 -0.01
H 1.112 5.088 0.273 0.00 0.01 0.00
H -3.327 3.591 -1.267 -0.01 0.01 0.00
C 1.036 -1.963 2.841 0.01 -0.06 0.01
O 1.417 -1.439 1.579 0.01 0.19 -0.01
C 2.824 -1.517 1.418 0.02 -0.06 0.00
C 3.274 -1.218 0.003 0.00 -0.01 0.00
O 3.224 0.123 -0.398 0.01 0.06 0.01
C 4.167 0.949 0.237 -0.01 0.00 0.03
H 1.441 -2.975 2.959 0.00 0.01 -0.01
H -0.048 -2.001 2.879 0.00 -0.01 -0.01
H 1.404 -1.329 3.654 -0.02 0.01 0.00
H 3.135 -2.550 1.629 -0.01 0.02 0.05
H 3.321 -0.869 2.150 -0.02 0.03 -0.02
H 2.644 -1.771 -0.694 0.00 -0.01 0.01
H 4.308 -1.595 -0.080 -0.01 -0.01 -0.03
H 5.184 0.543 0.131 0.00 0.01 -0.01
H 3.952 1.088 1.302 -0.01 0.00 -0.01
H 4.110 1.923 -0.243 0.00 0.01 0.00
```
Forces are in eV/Å.

The HOMO energy (alpha / beta) comes out at -4.25 / -4.64 eV. The total charge is -1. The calculation puts the molar mass at 597.7 u. As for the multiplicity: 2. The value obtained for the HOMO-LUMO gap (alpha / beta) is 0.2504 / 0.2570 Ha.

These are the natural (NBO) partial charges, in e, on atoms 1 to 5: 0.73, -0.67, 0.48, -0.66, -0.48

Here is C24H24N9PbS as an isolated structure from the Open Molecules 2025 dataset. Energies are from ωB97M-V/def2-TZVPD.

Geometry as XYZ:
```
59
Properties=species:S:1:pos:R:3:forces:R:3
Pb 1.711 0.174 -0.833 0.03 0.04 -0.01
C -2.755 -6.336 2.883 -0.02 0.05 0.02
C -2.475 -5.310 1.823 0.07 -0.09 -0.11
N -1.439 -4.595 1.962 -0.16 0.08 0.43
N -0.372 -4.101 2.128 0.14 -0.03 -0.40
C -0.297 -2.827 2.853 0.00 0.08 0.24
N -0.244 -3.023 4.159 -0.01 -0.02 -0.05
S -0.196 -1.425 2.026 -0.06 -0.10 -0.07
C -3.318 -5.098 0.638 -0.01 -0.02 -0.02
C -4.462 -5.853 0.445 0.01 0.01 -0.01
C -5.194 -5.621 -0.715 0.00 0.01 0.00
C -4.743 -4.661 -1.598 0.00 0.01 -0.01
C -3.576 -3.953 -1.300 -0.02 -0.02 0.01
N -2.869 -4.159 -0.202 0.01 0.03 -0.01
H -1.974 -6.365 3.637 0.01 -0.01 -0.01
H -3.709 -6.106 3.357 -0.01 -0.01 -0.01
H -2.827 -7.313 2.405 0.00 0.00 -0.01
H -0.241 -3.943 4.575 -0.01 0.00 0.01
H -0.114 -2.229 4.770 0.01 0.01 0.00
H -4.782 -6.601 1.157 0.00 0.00 0.00
H -6.094 -6.185 -0.916 0.00 0.00 0.00
H -5.279 -4.452 -2.513 0.00 0.00 0.00
H -3.206 -3.196 -1.979 0.00 0.00 -0.01
C 4.552 1.755 -0.126 0.00 0.01 -0.01
N 3.525 1.063 0.695 0.01 -0.02 -0.01
C 2.943 1.894 1.780 -0.01 0.02 0.00
C 1.534 2.305 1.486 0.01 0.01 -0.02
N 0.804 1.795 0.514 -0.04 -0.06 0.06
C -0.464 2.385 0.610 0.01 0.02 -0.03
C -1.607 2.222 -0.168 0.00 -0.01 0.00
C -2.710 2.974 0.178 0.00 0.00 0.00
C -2.682 3.868 1.262 0.00 0.00 0.00
C -1.552 4.038 2.034 0.00 0.00 0.00
C -0.447 3.274 1.681 0.00 0.01 0.00
N 0.841 3.192 2.211 0.00 0.02 -0.02
C 3.950 2.332 -1.369 0.00 0.01 0.00
N 2.823 1.891 -1.895 0.01 -0.02 -0.01
C 2.627 2.605 -3.085 0.00 0.00 0.01
C 1.607 2.545 -4.030 -0.01 -0.01 0.00
C 1.707 3.396 -5.110 0.00 0.00 0.00
C 2.785 4.286 -5.251 0.00 0.00 0.00
C 3.798 4.355 -4.318 0.00 0.01 0.00
C 3.691 3.491 -3.235 0.01 0.00 0.00
N 4.505 3.288 -2.120 -0.01 0.01 0.00
H 5.316 1.026 -0.406 -0.01 -0.01 -0.01
H 5.053 2.533 0.453 0.02 -0.01 0.00
H 3.980 0.268 1.132 0.02 0.02 0.02
H 3.559 2.779 1.952 0.00 -0.01 0.01
H 2.953 1.318 2.707 -0.01 -0.01 -0.01
H -1.638 1.541 -1.010 0.00 0.00 0.00
H -3.619 2.882 -0.400 0.00 0.00 0.00
H -3.569 4.441 1.491 0.00 0.00 0.00
H -1.532 4.733 2.863 0.00 0.00 0.00
H 1.191 3.722 2.994 0.00 0.00 0.00
H 0.772 1.862 -3.934 0.00 0.00 0.00
H 0.940 3.380 -5.872 0.00 0.00 0.00
H 2.820 4.933 -6.117 0.00 0.00 0.00
H 4.627 5.040 -4.430 0.00 0.00 0.00
H 5.374 3.765 -1.928 0.00 0.00 0.00
```
Forces are in eV/Å.

The HOMO energy comes out at -16.06 eV. The total charge is +3. The calculation puts the molar mass at 677.8 u. The value obtained for the HOMO-LUMO gap is 0.2755 Ha.

These are the natural (NBO) partial charges, in e, on atoms 1 to 5: 1.49, -0.65, 0.33, 0.08, 0.01